# 1
8
Properties=species:S:1:pos:R:3:lowdin_charge:R:1 method="wB97M-V/def2-TZVPD" relative_energy_kcal_mol=105.66 homo_lumo_gap_ev=9.4 largest_force_ev_per_a=4.57
Cl 0.97182 -0.35000 -1.76208 0.57
N 0.37876 -0.41146 -0.05867 -0.55
N -0.28172 -1.48347 0.24132 -0.18
C -0.67712 -2.56187 0.43514 0.03
C 0.03824 1.01399 0.24979 -0.13
H 0.95129 1.59916 0.32341 0.07
H -0.74775 1.36503 -0.54639 0.10
H -0.63352 0.82863 1.11749 0.09

=====

# 2
8
Properties=species:S:1:pos:R:3:lowdin_charge:R:1 method="wB97M-V/def2-TZVPD" relative_energy_kcal_mol=38.25 homo_lumo_gap_ev=11.3 smiles=N#C[C@H](N)Cl largest_force_ev_per_a=4.94
Cl -2.05491 -1.22496 -0.16604 0.54
N -2.24809 2.13830 1.57937 0.10
N 0.22040 0.30823 -0.27196 -0.01
C -0.87184 -0.00267 0.49119 -0.77
C -1.84021 1.26852 0.96118 -0.22
H 1.11751 -0.24067 0.08273 0.16
H -0.46189 -0.31526 1.53223 0.13
H 0.27561 0.31088 -1.24768 0.06

=====

# 3
9
Properties=species:S:1:pos:R:3:lowdin_charge:R:1 method="wB97M-V/def2-TZVPD" relative_energy_kcal_mol=57.07 homo_lumo_gap_ev=10.6 smiles="C=NN=C=O.Cl" largest_force_ev_per_a=2.60
Cl 1.51013 1.52305 1.37505 0.29
O -2.68760 -1.35074 2.68454 0.21
N -1.27548 0.47168 0.17221 -0.07
N -2.17367 0.28652 1.15537 0.09
C -0.53141 -0.49460 -0.11084 -0.09
C -2.30343 -0.68665 1.83391 -0.35
H 0.30926 -0.16770 -0.68655 0.04
H 1.45612 1.51170 0.06992 -0.22
H -0.39539 -1.27407 0.63363 0.09

=====

# 4
11
Properties=species:S:1:pos:R:3:lowdin_charge:R:1 method="wB97M-V/def2-TZVPD" relative_energy_kcal_mol=84.91 homo_lumo_gap_ev="8.7 / 8.7" smiles="C[C@@](Cl)(N=O)[N+](=O)[O-]" largest_force_ev_per_a=4.55
Cl 1.71142 -0.45316 2.22572 0.62
O -0.31454 -2.76384 2.19032 0.08
O 2.50036 -2.58001 0.38099 0.09
O 1.49291 -1.85155 -1.34601 0.12
N -0.34729 -2.13070 1.16952 0.00
N 1.68355 -1.93383 -0.17771 -0.38
C 0.12812 0.14530 0.25940 -0.13
C 0.63376 -1.15588 0.85913 -0.67
H -0.64334 -0.09083 -0.43356 0.06
H 0.89891 0.82497 -0.16905 0.10
H -0.38635 0.67895 1.14967 0.11

=====

# 5
13
Properties=species:S:1:pos:R:3:lowdin_charge:R:1 method="wB97M-V/def2-TZVPD" relative_energy_kcal_mol=16.03 homo_lumo_gap_ev="7.8 / 7.8" largest_force_ev_per_a=4.36
Cl 0.18144 2.14005 -1.31389 0.43
P 2.09460 -2.10801 -0.71295 0.55
P 3.29796 0.20381 0.87508 0.67
P 0.61826 0.74053 -0.00743 0.29
O -0.57780 0.73080 1.03371 -0.28
N 3.16385 -1.19221 0.16778 -0.68
N 0.77810 -1.39140 -1.10213 -0.42
N 1.91217 1.11317 0.80969 -0.51
C -1.87453 0.36217 0.73682 -0.25
C -2.25363 -0.22826 -0.37582 0.01
H -2.52963 0.61737 1.55920 0.12
H -3.27954 -0.50255 -0.53306 0.06
H -1.53127 -0.48548 -1.13699 0.02

=====

# 6
10
Properties=species:S:1:pos:R:3:lowdin_charge:R:1 method="wB97M-V/def2-TZVPD" relative_energy_kcal_mol=2.71 spin_multiplicity=3 homo_lumo_gap_ev="6.1 / 7.0" largest_force_ev_per_a=2.96
Cl 2.28416 -1.70135 0.04941 0.33
P 1.62461 -0.14646 -0.99495 0.47
O -2.35210 -0.07946 -0.48779 -0.03
O -0.04013 -0.21259 -1.00351 -0.41
N 1.90954 1.73589 1.32269 0.07
C -1.07007 -0.41668 -0.00392 -0.32
C 1.71523 1.03894 0.42830 -0.48
H -0.94521 -1.37480 0.42274 0.11
H -2.24327 0.94821 -0.59316 0.16
H -0.88277 0.20830 0.86019 0.11

=====

# 7
9
Properties=species:S:1:pos:R:3:lowdin_charge:R:1 method="wB97M-V/def2-TZVPD" relative_energy_kcal_mol=59.37 spin_multiplicity=3 homo_lumo_gap_ev="8.8 / 7.8" largest_force_ev_per_a=2.69
Cl 2.99056 -0.40971 0.07334 0.65
P 1.29181 0.95577 -1.10568 0.70
O 4.42132 -1.09547 0.30090 -0.54
N 1.80925 3.09750 0.78627 0.09
C 1.54990 2.22402 0.08678 -0.59
C 0.08297 -0.04560 -0.18056 -0.46
H 0.51538 -0.19439 0.91164 0.05
H 0.08836 -1.09028 -0.76324 0.07
H -0.90992 0.42979 -0.18628 0.03

=====

# 8
7
Properties=species:S:1:pos:R:3:lowdin_charge:R:1 method="wB97M-V/def2-TZVPD" relative_energy_kcal_mol=202.64 homo_lumo_gap_ev="7.5 / 7.5" largest_force_ev_per_a=4.15
Cl -1.11080 1.73126 -0.15160 0.79
O -1.14751 -0.09563 -2.60100 -0.27
C -0.27628 0.38385 -0.36849 -0.67
C 0.46474 -0.33910 0.62662 -0.21
H 0.74744 0.41564 1.43956 0.08
H -0.17119 -1.30142 0.92404 0.14
H 1.49360 -0.79460 0.13087 0.14

=====

# 9
8
Properties=species:S:1:pos:R:3:lowdin_charge:R:1 method="wB97M-V/def2-TZVPD" relative_energy_kcal_mol=21.14 homo_lumo_gap_ev=11.8 largest_force_ev_per_a=4.91
Cl 0.26893 0.72432 -2.21509 0.56
O -1.13083 1.66636 2.57815 0.07
O -0.01505 -1.44012 -0.60757 -0.11
C -1.25740 0.84081 1.83222 0.02
C 0.65151 -0.21466 -0.76708 -0.71
H 0.54191 0.27319 0.14055 0.00
H -0.78959 -1.21946 -0.11483 0.04
H 1.73052 -0.63044 -0.84634 0.12

=====

# 10
9
Properties=species:S:1:pos:R:3:lowdin_charge:R:1 method="wB97M-V/def2-TZVPD" relative_energy_kcal_mol=59.13 homo_lumo_gap_ev=10.7 smiles="O=S1(=O)C[C@@H]1Cl" largest_force_ev_per_a=3.67
Cl -0.49326 -2.46428 0.05466 0.65
S -1.80987 0.16404 0.02992 0.65
O -2.77568 -0.56652 -0.73507 -0.31
O -2.23337 1.38886 0.73507 -0.34
C -0.49179 -0.85727 0.74650 -0.75
C -0.11331 0.20514 -0.35194 -0.25
H -0.03023 -0.56863 1.76145 0.13
H 0.43457 1.10597 0.21940 0.16
H 0.06722 -0.24438 -1.26864 0.05

=====

# 11
9
Properties=species:S:1:pos:R:3:lowdin_charge:R:1 method="wB97M-V/def2-TZVPD" relative_energy_kcal_mol=59.62 homo_lumo_gap_ev="7.1 / 7.1" smiles="C=C(O)Cl.O=S" largest_force_ev_per_a=3.48
Cl 0.91821 1.46041 -0.99197 0.62
S -2.45994 0.71375 0.09198 0.81
O 0.40423 -1.16792 -0.92866 -0.05
O -1.72538 0.20668 -1.11378 -0.73
C 0.71367 -0.12600 -0.16097 -0.83
C 0.75014 -0.09716 1.19317 -0.02
H 0.72108 -0.97649 1.85628 0.08
H -0.34992 -0.80274 -1.53948 0.11
H 1.02790 0.78947 1.59343 0.00

=====

# 12
9
Properties=species:S:1:pos:R:3:lowdin_charge:R:1 method="wB97M-V/def2-TZVPD" relative_energy_kcal_mol=55.65 homo_lumo_gap_ev=8.4 largest_force_ev_per_a=4.60
Cl 1.40571 -3.58448 -3.66129 0.00
S 0.60730 -2.82594 -1.67704 0.73
O -0.70221 -2.52859 -2.14694 -0.44
O 1.08516 -1.70633 -0.58586 -0.39
C 0.33683 0.44703 -0.35516 0.02
C 0.23775 -0.76271 0.03032 -0.27
H -0.41622 -1.21328 0.88805 0.16
H 0.95621 0.80144 -1.26903 0.13
H -0.37869 1.16706 -0.00833 0.06

=====

# 13
9
Properties=species:S:1:pos:R:3:lowdin_charge:R:1 method="wB97M-V/def2-TZVPD" relative_energy_kcal_mol=93.97 homo_lumo_gap_ev="7.8 / 7.8" largest_force_ev_per_a=4.62
Cl -1.82019 0.88791 0.27061 0.66
S 1.18543 -0.54420 -0.26890 0.82
O 1.16708 -1.18659 1.01821 -0.52
O -1.54646 -1.60901 -0.02461 -0.03
C -1.21803 -0.45727 -0.56545 -0.68
C 1.31961 1.09975 -0.32329 -0.31
H 1.73690 1.76763 0.41878 0.03
H -1.99314 -1.48110 0.74764 0.03
H 1.16881 1.52287 -1.27300 0.00

=====

# 14
9
Properties=species:S:1:pos:R:3:lowdin_charge:R:1 method="wB97M-V/def2-TZVPD" relative_energy_kcal_mol=74.93 homo_lumo_gap_ev="7.3 / 7.3" largest_force_ev_per_a=4.01
Cl 0.70882 0.57899 2.29394 0.65
S -1.18647 1.32537 -0.38091 0.86
O 1.51633 -1.00391 0.51270 0.06
O 0.30740 0.50691 -2.15962 -0.28
C -0.77051 -0.33309 0.23191 -0.58
C 0.54615 -0.36887 0.80403 -0.92
H -1.42389 -0.55206 1.08994 0.10
H -0.92919 -0.90862 -0.66138 0.07
H 1.23138 0.75528 -1.73061 0.05

=====

# 15
11
Properties=species:S:1:pos:R:3:lowdin_charge:R:1 method="wB97M-V/def2-TZVPD" relative_energy_kcal_mol=0.00 homo_lumo_gap_ev=12.3 smiles="O=S1(=O)OC[C@H](Cl)O1" largest_force_ev_per_a=0.26
Cl -2.14998 0.74392 -1.43330 0.73
S 1.51560 0.30773 0.16897 0.60
O 2.41990 -0.28538 -0.74649 -0.21
O 1.95185 1.18685 1.19072 -0.21
O 0.59692 -0.80697 0.85270 -0.19
O 0.33983 0.99166 -0.68889 -0.21
C -0.93096 0.53460 -0.20286 -0.74
C -0.65023 -0.91330 0.13969 -0.18
H -1.20068 1.10631 0.68414 0.13
H -0.50384 -1.50718 -0.76233 0.13
H -1.38843 -1.35822 0.79766 0.14

=====

# 16
7
Properties=species:S:1:pos:R:3:lowdin_charge:R:1 method="wB97M-V/def2-TZVPD" relative_energy_kcal_mol=27.53 homo_lumo_gap_ev=8.5 smiles="S=CCCl" largest_force_ev_per_a=4.98
Cl 1.92336 0.06920 -0.67283 0.52
S -2.19567 -0.46018 -0.57935 0.63
C -0.85990 0.43125 -0.29125 -0.66
C 0.61082 -0.23835 0.43099 -0.62
H 0.84378 0.04344 1.43261 0.04
H -0.92012 1.52398 -0.51464 0.03
H 0.59774 -1.36934 0.19447 0.06

=====

# 17
7
Properties=species:S:1:pos:R:3:lowdin_charge:R:1 method="wB97M-V/def2-TZVPD" relative_energy_kcal_mol=68.09 homo_lumo_gap_ev=9.1 largest_force_ev_per_a=2.40
Cl -3.27315 0.08570 -0.32114 0.20
S 1.99840 -1.79861 -0.16302 0.79
C 0.66137 -1.77522 0.98502 -0.29
C 1.22177 -0.46674 0.74230 -0.61
H 1.70898 -0.12569 1.65202 0.06
H 0.80532 0.33709 0.16484 0.05
H -1.91257 -0.10934 -0.30849 -0.20

=====

# 18
8
Properties=species:S:1:pos:R:3:lowdin_charge:R:1 method="wB97M-V/def2-TZVPD" relative_energy_kcal_mol=70.05 spin_multiplicity=3 homo_lumo_gap_ev="6.8 / 4.6" largest_force_ev_per_a=2.75
Cl 2.36444 0.35150 -0.73892 0.45
S -1.32840 -1.53820 -0.55852 0.44
S -2.50979 0.10698 -0.31530 0.34
C 0.41066 -1.18832 -0.13968 -0.57
C 0.90017 0.03386 0.36586 -0.73
H 0.18714 0.92957 -0.04022 0.03
H -1.29434 1.11113 0.02350 -0.04
H 1.27012 0.19348 1.40327 0.08

=====

# 19
8
Properties=species:S:1:pos:R:3:lowdin_charge:R:1 method="wB97M-V/def2-TZVPD" relative_energy_kcal_mol=67.12 homo_lumo_gap_ev="8.9 / 6.4" largest_force_ev_per_a=4.77
I -2.13238 -2.40325 2.11695 0.01
F 0.93156 -1.26177 -0.21355 -0.07
F -1.16180 1.33818 0.99967 0.03
C -0.41077 0.23165 0.96136 -0.17
C 0.15718 -0.09648 -0.31250 -0.20
H -0.35155 -0.03117 -1.24139 0.12
H 1.04545 0.60445 -0.56455 0.16
H 0.06859 0.09001 1.93096 0.11

=====

# 20
8
Properties=species:S:1:pos:R:3:lowdin_charge:R:1 method="wB97M-V/def2-TZVPD" relative_energy_kcal_mol=15.35 homo_lumo_gap_ev=11.6 smiles=FC1(F)CN1 largest_force_ev_per_a=3.35
F -1.73468 -0.96723 0.23657 -0.01
F -1.24322 1.23567 0.11019 0.13
N 0.34750 -0.24359 -0.92011 0.09
C -0.67648 0.04472 0.02497 -0.53
C 0.68475 -0.16836 0.53647 -0.02
H 0.44903 0.49789 -1.56865 0.09
H 1.25930 0.77608 0.78496 0.14
H 0.91381 -1.17518 0.79558 0.10

=====

In order of appearance, electronic energy = -647.5535 -647.6609 -722.8627 -873.2190 -1801.7443 -1084.6062 -1009.3450 -613.1144 -688.6505 -1086.7565 -1086.7557 -1086.7620 -1086.7010 -1086.7313 -1237.3255 -936.3129 -936.2483 -1334.3277 -575.3197 -332.4334 hartree.